No. 1
# C4H11NO3

A 2-piece molecular cluster, C4H11NO3 overall in a non-equilibrium geometry (the ωB97M-V functional and the def2-TZVPD basis, the Open Molecules 2025 dataset).

```
19
Properties=species:S:1:pos:R:3:mulliken_charge:R:1
C 0.2326 -2.3848 1.1869 -1.17
C -0.3738 -1.0094 1.0373 0.42
O 0.0946 -0.2122 1.9786 -0.51
C -0.0309 -0.5931 -0.5492 -0.79
C -0.7697 0.6620 -0.8473 0.60
N -0.8935 0.7799 -2.2498 -0.44
O -1.1682 1.6055 -0.1382 -0.63
H 1.3151 -2.4418 1.4493 0.31
H -0.5002 -2.8116 1.9435 0.31
H 0.1794 -3.1330 0.2948 0.29
H -1.5463 -0.9151 0.9534 0.21
H 0.1728 0.7773 1.8062 0.35
H 1.0000 -0.4497 -0.4340 0.30
H -0.3593 -1.5586 -1.3422 0.32
H -0.4090 0.0554 -2.9099 0.21
H -1.2039 1.6415 -2.7108 0.24
O 1.6112 3.4349 -0.1181 -0.66
H 1.5825 3.8916 0.7190 0.30
H 1.0667 2.6613 -0.0695 0.33
```

## Properties
- HOMO level: -9.8 eV
- HOMO-LUMO gap: 10.4 eV
- SMILES: C[C@@H](O)CC(N)=O.O


No. 2
# C4H11NO3

A 2-piece molecular cluster, C4H11NO3 overall in a non-equilibrium geometry (the ωB97M-V functional and the def2-TZVPD basis, the Open Molecules 2025 dataset).

```
19
Properties=species:S:1:pos:R:3:mulliken_charge:R:1
O -0.1257 -2.1619 2.9080 -0.47
C -0.9159 -1.8327 2.0587 -0.04
C -0.5150 -1.6197 0.6549 -0.54
C -0.4450 -0.1096 0.3681 -0.55
N 0.4374 0.0619 -0.8154 -0.21
C 0.1283 1.1332 -1.6794 -0.51
O -1.0259 0.8255 -2.5045 -0.56
H -1.9700 -1.6044 2.3051 0.35
H -1.2957 -1.9786 -0.0317 0.24
H 0.3959 -2.1828 0.4139 0.40
H -0.0219 0.5533 1.1206 0.36
H -1.3717 0.3859 0.0346 0.39
H 0.9941 -0.6997 -1.1441 0.22
H 0.8916 1.4260 -2.4070 0.34
H -0.1845 2.0422 -1.1451 0.27
H -1.0876 -0.1128 -2.7035 0.31
O 1.9707 2.0949 1.1918 -0.66
H 2.2225 2.6102 0.4189 0.30
H 1.9182 1.1693 0.9560 0.35
```

## Properties
- HOMO level: -9.4 eV
- HOMO-LUMO gap: 10.0 eV
- SMILES: O=CCCNCO.O